(1)
This record from OMol25 describes a structure of composition C34H55ClCuN3OP2. The level of theory is ωB97M-V/def2-TZVPD.

Computed properties:
E = -118401.1099 eV
2S+1 = 2
net charge = +1
F_max = 4.84 eV Å⁻¹
frontier orbital gap (spin up / spin down) = 7.6 / 5.7 eV

Geometry as XYZ:
```
97
C34H55ClCuN3OP2 (ωB97M-V/def2-TZVPD)
C 2.059 -1.402 -0.867
C 1.244 0.599 -1.816
C 3.074 -1.441 -1.815
C 2.078 0.414 -2.945
C 3.051 -0.554 -2.896
H 3.845 -2.199 -1.735
H 1.992 1.143 -3.750
H 3.818 -0.580 -3.661
N 1.169 -0.390 -0.855
P 0.219 -2.625 0.837
P -0.162 2.234 -0.075
C 1.923 -2.513 0.153
H 2.180 -3.503 -0.270
H 2.627 -2.388 1.001
C -1.030 -0.086 2.105
O -1.717 -0.066 3.043
C 0.653 1.889 -1.636
H 0.117 2.205 -2.506
C -1.878 3.218 -0.146
C 1.294 3.500 0.077
C -0.695 -3.760 -0.411
C 0.440 -3.495 2.500
C -2.999 2.327 0.411
H -2.819 2.070 1.464
H -3.936 2.904 0.356
H -3.122 1.408 -0.173
C -1.827 4.488 0.708
H -1.543 4.250 1.745
H -1.155 5.257 0.301
H -2.845 4.916 0.731
C -2.168 3.538 -1.610
H -3.103 4.114 -1.651
H -1.385 4.146 -2.080
H -2.316 2.612 -2.181
C 1.284 4.147 1.451
H 1.085 3.400 2.226
H 2.277 4.577 1.625
H 0.543 4.943 1.534
C 2.611 2.711 -0.071
H 2.627 1.844 0.602
H 2.751 2.346 -1.094
H 3.465 3.372 0.130
C 1.169 4.532 -1.056
H 1.033 4.051 -2.033
H 0.343 5.239 -0.911
H 2.113 5.092 -1.110
C -0.945 -3.871 3.052
H -0.814 -4.298 4.057
H -1.594 -2.990 3.149
H -1.460 -4.624 2.446
C 1.096 -2.500 3.473
H 2.123 -2.261 3.180
H 0.528 -1.571 3.551
H 1.137 -2.961 4.468
C 1.349 -4.731 2.426
H 2.307 -4.514 1.941
H 1.566 -5.051 3.455
H 0.884 -5.580 1.921
C -0.310 -3.349 -1.842
H 0.750 -3.539 -2.064
H -0.912 -3.951 -2.543
H -0.532 -2.290 -2.037
C -2.210 -3.526 -0.221
H -2.477 -2.494 -0.476
H -2.750 -4.203 -0.901
H -2.536 -3.726 0.809
C -0.359 -5.240 -0.221
H 0.723 -5.439 -0.289
H -0.758 -5.651 0.720
H -0.845 -5.797 -1.041
Cu -0.430 -0.460 0.399
N -1.942 -0.442 -0.995
C -2.206 -0.169 -2.121
C -2.288 0.198 -3.589
C -1.506 1.341 -4.311
C -1.815 -1.092 -4.259
C -3.787 0.474 -3.661
H -1.714 2.360 -3.945
H -0.416 1.170 -4.355
H -1.849 1.332 -5.369
H -2.184 -1.974 -3.713
H -2.112 -1.168 -5.313
H -0.714 -1.130 -4.204
H -4.080 1.147 -4.477
H -4.305 -0.495 -3.683
H -4.130 0.982 -2.743
Cl 4.868 0.390 3.671
C 3.240 0.864 3.880
C 2.811 1.475 5.061
C 1.471 1.833 5.163
C 0.615 1.555 4.090
N 1.033 0.959 2.978
C 2.319 0.614 2.849
H 3.522 1.650 5.858
H 1.050 2.313 6.041
H -0.440 1.827 4.146
H 2.643 0.117 1.937
```

***

(2)
This record from OMol25 describes a structure of composition C29H47CsF6N5O9S3. The level of theory is ωB97M-V/def2-TZVPD.

Computed properties:
E = -106075.1031 eV
net charge = -1
F_max = 1.31 eV Å⁻¹
frontier orbital gap = 7.6 eV

Geometry as XYZ:
```
100
C29H47CsF6N5O9S3 (ωB97M-V/def2-TZVPD)
Cs 1.907 -0.188 -2.583
C -3.307 3.384 -1.679
C -1.990 3.015 -1.000
C -0.867 3.985 -1.413
C 0.500 3.896 -0.662
C 0.848 5.228 0.001
C 1.634 3.553 -1.636
N 0.459 2.808 0.389
C -0.061 3.202 1.720
C -0.530 2.074 2.635
N 0.382 0.964 2.847
C 1.754 1.371 3.222
C 2.716 1.119 2.047
O 2.779 2.034 1.156
O 3.281 0.032 2.037
C -0.147 -0.031 3.798
C -0.410 0.560 5.193
C -1.401 -0.796 3.357
C -1.342 -1.869 2.222
C -2.174 -3.068 2.687
C 0.083 -2.329 1.932
N -1.973 -1.429 0.968
C -1.280 -0.401 0.204
C -2.249 0.676 -0.270
N -1.587 1.604 -1.188
C -1.723 1.055 -2.543
C -1.020 1.823 -3.697
O -1.750 2.575 -4.362
O 0.203 1.577 -3.861
H -3.631 4.376 -1.356
H -4.089 2.670 -1.406
H -3.189 3.377 -2.763
H -2.143 3.121 0.077
H -1.263 4.997 -1.285
H -0.692 3.866 -2.482
H 0.966 5.972 -0.787
H 1.793 5.156 0.545
H 0.070 5.586 0.675
H 1.778 4.408 -2.298
H 1.380 2.708 -2.278
H 2.567 3.356 -1.104
H 1.479 2.501 0.635
H -0.078 2.036 -0.043
H -0.908 3.876 1.601
H 0.747 3.753 2.196
H -1.470 1.675 2.254
H -0.775 2.599 3.577
H 2.097 0.743 4.043
H 1.783 2.417 3.556
H 0.654 -0.767 3.890
H -1.331 1.149 5.212
H 0.410 1.200 5.519
H -0.521 -0.241 5.926
H -2.218 -0.101 3.129
H -1.723 -1.314 4.265
H -1.722 -3.539 3.562
H -2.248 -3.802 1.883
H -3.188 -2.755 2.958
H 0.517 -2.805 2.814
H 0.747 -1.515 1.640
H 0.076 -3.059 1.119
H -2.924 -1.138 1.167
H -0.802 -0.862 -0.667
H -0.488 0.068 0.797
H -2.618 1.223 0.602
H -3.126 0.204 -0.739
H -2.782 0.996 -2.834
H -1.313 0.047 -2.483
F 6.499 1.110 -2.475
C 6.523 -0.071 -1.832
F 6.338 -1.032 -2.743
F 7.749 -0.231 -1.314
S 5.218 -0.069 -0.487
O 4.066 0.496 -1.168
O 5.870 0.632 0.566
N 5.032 -1.617 -0.206
S 3.859 -2.392 -0.898
O 3.853 -2.360 -2.344
O 2.565 -2.273 -0.283
C 4.431 -4.092 -0.490
F 3.515 -4.961 -0.957
F 5.598 -4.370 -1.071
F 4.549 -4.282 0.823
C -0.007 -4.768 -3.124
S -0.283 -3.302 -2.120
O -0.015 -2.153 -3.038
C -2.065 -3.420 -1.983
C -2.623 -4.289 -1.057
C -3.999 -4.318 -0.901
C -4.799 -3.462 -1.647
C -4.226 -2.579 -2.552
C -2.848 -2.554 -2.725
H -0.495 -4.603 -4.083
H -0.408 -5.647 -2.620
H 1.071 -4.860 -3.245
H -1.985 -4.919 -0.447
H -4.445 -4.989 -0.178
H -5.873 -3.473 -1.511
H -4.849 -1.901 -3.121
H -2.370 -1.860 -3.406
```

***

(3)
This record from OMol25 describes the ion C4H8NO2 with charge +1. The level of theory is ωB97M-V/def2-TZVPD.

Computed properties:
E = -9854.4983 eV
net charge = +1
F_max = 3.95 eV Å⁻¹
frontier orbital gap = 10.4 eV
SMILES = C/[N+](=C\O)CC=O

Geometry as XYZ:
```
15
C4H8NO2 (ωB97M-V/def2-TZVPD)
C -0.456 -0.703 1.491
N 0.188 -0.125 0.288
C 1.011 0.855 0.302
O 1.153 1.557 1.430
C -0.107 -0.793 -0.980
C -0.899 0.049 -1.959
O -0.992 1.228 -1.782
H -0.369 -0.047 2.302
H -0.041 -1.662 1.861
H -1.488 -0.886 1.141
H 1.587 1.312 -0.628
H 1.815 2.270 1.508
H -0.837 -1.670 -0.781
H 0.948 -1.001 -1.406
H -1.513 -0.385 -2.786
```

***

(4)
This record from OMol25 describes a cluster of 13 separate species, C5H38N2O12 in total. The level of theory is ωB97M-V/def2-TZVPD.

Computed properties:
E = -33339.4027 eV
net charge = +2
F_max = 2.62 eV Å⁻¹
frontier orbital gap = 10.7 eV

Geometry as XYZ:
```
57
C5H38N2O12 (ωB97M-V/def2-TZVPD)
C 2.339 -0.641 -1.839
C 1.503 -0.109 -0.705
C -0.020 -0.317 -1.017
C -0.626 0.967 -1.602
C -1.935 2.556 -0.306
N -0.843 1.945 -0.514
N 1.712 -0.860 0.573
H 1.886 -1.475 -2.357
H 2.614 0.195 -2.476
H 3.315 -1.009 -1.500
H 1.641 0.940 -0.450
H -0.653 -0.639 -0.193
H -0.043 -1.031 -1.832
H -1.602 0.770 -2.022
H -0.001 1.466 -2.334
H -1.966 3.342 0.438
H -2.778 2.429 -0.984
H -0.092 2.081 0.136
H 2.708 -0.900 0.794
H 1.329 -1.813 0.441
H 1.240 -0.528 1.422
H -0.990 4.204 3.388
H -0.386 4.916 2.214
O -0.614 4.031 2.517
H 0.567 0.673 -4.763
H 1.298 -0.317 -5.621
O 1.183 -0.068 -4.697
H -2.181 1.348 -4.513
H -1.192 2.451 -4.954
O -1.425 1.864 -4.226
H 3.741 -2.371 3.119
H 4.644 -1.640 2.189
O 3.758 -1.577 2.571
H -2.336 -4.493 -1.919
H -2.588 -3.956 -0.557
O -2.006 -3.830 -1.312
H -5.138 2.873 -1.900
H -3.952 3.609 -2.567
O -4.376 3.430 -1.721
H 0.065 -3.861 -2.165
H 1.568 -4.162 -1.978
O 0.835 -3.654 -1.626
H -1.228 -0.552 3.433
H -0.926 -1.932 2.784
O -0.550 -1.063 2.951
H 2.731 1.958 4.215
H 3.063 0.566 3.612
O 2.374 1.236 3.687
H 0.119 -3.731 0.118
H 0.496 -4.025 1.615
O 0.268 -3.333 0.991
H -2.048 0.497 5.386
H -3.293 -0.075 4.733
O -2.429 0.295 4.527
H -0.088 0.489 2.363
H 0.911 1.646 2.560
O 0.396 1.183 1.871
```

***

(5)
This record from OMol25 describes a cluster of 2 separate species, C3H9NO2 in total. The level of theory is ωB97M-V/def2-TZVPD.

Computed properties:
E = -8842.2994 eV
F_max = 1.34 eV Å⁻¹
frontier orbital gap = 10.2 eV
SMILES = CC(=O)O.CN

Geometry as XYZ:
```
15
C3H9NO2 (ωB97M-V/def2-TZVPD)
C -1.593 -0.254 1.932
C -1.012 -0.488 0.589
O -1.509 -0.058 -0.420
O 0.127 -1.183 0.568
H -1.749 -1.174 2.489
H -2.589 0.197 1.880
H -0.935 0.344 2.571
H 0.337 -1.429 -0.351
C 2.088 1.226 -0.734
N 1.341 0.522 -1.775
H 1.792 0.891 0.262
H 2.050 2.319 -0.806
H 3.151 0.978 -0.751
H 0.367 0.790 -1.707
H 1.760 0.722 -2.671
```

***

(6)
This record from OMol25 describes a structure of composition C6H11IN3O. The level of theory is ωB97M-V/def2-TZVPD.

Computed properties:
E = -21005.5685 eV
net charge = +1
F_max = 6.04 eV Å⁻¹
frontier orbital gap (spin up / spin down) = 7.5 / 7.5 eV

Geometry as XYZ:
```
22
C6H11IN3O (ωB97M-V/def2-TZVPD)
C -1.875 -0.613 -0.174
C -0.950 1.490 0.181
C -0.340 -0.856 -0.209
C 0.277 0.483 0.098
C -0.032 -1.890 0.932
C 1.422 0.666 -0.885
N -2.778 -1.600 -0.422
N -2.159 0.665 -0.001
N -4.347 -0.144 -0.258
O -3.979 -1.331 -0.381
I -6.264 0.138 0.047
H -1.223 2.041 1.043
H -1.022 2.279 -0.565
H -0.091 -1.271 -1.275
H 0.535 0.446 1.183
H 0.975 -1.824 1.354
H -0.247 -2.813 0.547
H -0.532 -1.686 1.791
H 2.078 1.488 -0.566
H 1.027 0.921 -1.855
H 2.023 -0.241 -1.019
H -3.084 0.929 0.257
```

***

(7)
This record from OMol25 describes a structure of composition C16H30IN4OSiYb. The level of theory is ωB97M-V/def2-TZVPD.

Computed properties:
E = -72583.0509 eV
2S+1 = 2
net charge = -2
F_max = 4.39 eV Å⁻¹
frontier orbital gap (spin up / spin down) = 2.7 / 2.7 eV

Geometry as XYZ:
```
54
C16H30IN4OSiYb (ωB97M-V/def2-TZVPD)
C 1.320 3.012 -2.707
I -1.869 0.999 -3.846
H 1.747 2.249 -3.385
H 1.893 3.819 -2.234
H 0.384 3.080 -3.170
C -3.048 0.097 -1.033
C -2.243 -0.823 -1.595
N -0.971 -0.274 -1.566
C -1.005 0.986 -0.999
N -2.306 1.199 -0.718
H -4.088 0.005 -0.828
H -2.475 -1.769 -2.069
C 2.439 1.118 1.510
C 1.378 1.847 -0.325
N 1.336 1.784 1.028
H 4.247 0.509 0.385
N 2.658 1.477 -0.651
H 2.547 0.889 2.537
Yb 0.803 -0.407 -0.172
C 0.084 2.112 -1.204
O -0.459 3.230 -1.017
C 3.263 0.937 0.472
C 3.426 1.561 -1.914
H 3.113 0.751 -2.612
H 4.494 1.476 -1.637
H 3.358 2.578 -2.341
C 0.248 2.166 1.932
H 0.701 2.504 2.872
H -0.362 1.288 2.178
H -0.340 2.981 1.512
C -2.910 2.289 0.042
H -3.983 2.346 -0.173
H -2.428 3.218 -0.233
H -2.823 2.105 1.118
C 0.156 -0.729 -2.373
H 1.065 -0.084 -2.279
H -0.118 -0.652 -3.420
H 0.362 -1.801 -2.199
C -2.032 -3.341 0.883
Si -0.553 -2.871 1.901
C -0.794 -3.610 3.623
C 1.013 -3.517 1.112
C -0.412 -0.962 1.961
H -2.504 -4.237 1.310
H -1.750 -3.574 -0.152
H -2.780 -2.538 0.855
H -1.013 -4.686 3.531
H 0.104 -3.496 4.254
H -1.642 -3.132 4.145
H 0.906 -3.634 0.024
H 1.901 -2.905 1.331
H 1.209 -4.519 1.519
H -1.418 -0.472 1.985
H 0.172 -0.579 2.832
```

***

(8)
This record from OMol25 describes a structure of composition C34H34N6PS3V. The level of theory is ωB97M-V/def2-TZVPD.

Computed properties:
E = -112218.2492 eV
net charge = +2
F_max = 1.31 eV Å⁻¹
frontier orbital gap (spin up / spin down) = 5.2 / 5.2 eV

Geometry as XYZ:
```
79
C34H34N6PS3V (ωB97M-V/def2-TZVPD)
V -0.114 -0.389 -0.536
N 2.113 2.573 -2.070
C 2.080 2.139 -0.817
S 3.134 2.452 0.382
N 0.907 1.324 -0.580
N 0.612 0.892 0.606
C 0.653 1.088 1.869
C -0.172 0.080 2.530
C -0.382 -0.003 3.878
C -1.287 -0.969 4.345
C -1.914 -1.784 3.442
C -1.621 -1.651 2.078
N -0.776 -0.744 1.623
H 2.880 3.167 -2.340
H 1.428 2.305 -2.757
H 1.160 1.942 2.298
H 0.129 0.666 4.557
H -1.486 -1.061 5.404
H -2.620 -2.541 3.752
H -2.121 -2.266 1.348
C 3.121 -2.597 -1.623
C 2.726 -1.128 -1.545
C 2.432 -0.503 -2.891
C 3.547 -0.298 -3.696
C 3.445 0.309 -4.934
C 2.216 0.771 -5.363
C 1.065 0.610 -4.597
C -0.177 1.301 -5.136
C -0.832 0.564 -6.306
C 1.182 -0.094 -3.381
N 0.005 -0.286 -2.563
C -1.171 -0.457 -3.096
C -2.262 -0.325 -2.220
C -3.632 -0.403 -2.333
C -4.163 -0.158 -1.049
C -3.107 0.041 -0.192
N -1.925 -0.027 -0.889
H 3.329 -3.000 -0.631
H 4.023 -2.702 -2.228
H 2.339 -3.201 -2.084
H 3.509 -0.540 -1.061
H 1.885 -1.081 -0.832
H 4.519 -0.606 -3.331
H 4.326 0.457 -5.544
H 2.140 1.306 -6.302
H 0.136 2.289 -5.480
H -0.911 1.499 -4.353
H -0.169 0.545 -7.170
H -1.757 1.053 -6.609
H -1.057 -0.479 -6.069
H -1.322 -0.728 -4.133
H -4.184 -0.587 -3.242
H -5.206 -0.104 -0.779
H -3.116 0.244 0.865
S 0.350 -4.099 2.418
P -0.113 -4.401 0.599
S -0.089 -2.570 -0.692
C -1.748 -5.034 0.239
C -2.796 -4.288 -0.298
C -4.041 -4.871 -0.483
C -4.239 -6.201 -0.143
C -3.195 -6.953 0.382
C -1.950 -6.378 0.570
C 1.072 -5.330 -0.347
C 0.796 -5.741 -1.655
C 1.750 -6.450 -2.360
C 2.973 -6.753 -1.765
C 3.244 -6.352 -0.466
C 2.294 -5.636 0.249
H -2.644 -3.256 -0.589
H -4.854 -4.292 -0.901
H -5.208 -6.660 -0.294
H -3.351 -7.990 0.646
H -1.143 -6.971 0.984
H -0.162 -5.520 -2.113
H 1.544 -6.780 -3.370
H 3.714 -7.316 -2.318
H 4.190 -6.602 -0.005
H 2.488 -5.320 1.265
```

***

(9)
This record from OMol25 describes a structure of composition C4H8N2. The level of theory is ωB97M-V/def2-TZVPD.

Computed properties:
E = -7237.4752 eV
net charge = +2
F_max = 3.30 eV Å⁻¹
frontier orbital gap = 10.8 eV

Geometry as XYZ:
```
14
C4H8N2 (ωB97M-V/def2-TZVPD)
C 0.287 1.459 0.005
C -0.865 -0.196 -0.011
C -1.195 1.418 -0.010
C 1.697 -0.609 -0.012
N 0.503 0.162 -0.004
N -1.501 -1.282 0.002
H 1.015 2.264 0.033
H -1.710 1.805 0.874
H -1.696 1.792 -0.908
H 2.539 0.016 -0.322
H 1.617 -1.466 -0.681
H 1.927 -0.990 0.992
H -2.534 -1.293 0.000
H -1.080 -2.221 0.016
```

***

(10)
This record from OMol25 describes a cluster of 3 separate species, C4H12BrO4 in total. The level of theory is ωB97M-V/def2-TZVPD.

Computed properties:
E = -82576.5284 eV
net charge = -1
F_max = 2.84 eV Å⁻¹
frontier orbital gap = 8.1 eV

Geometry as XYZ:
```
21
C4H12BrO4 (ωB97M-V/def2-TZVPD)
Br -0.972 0.797 -0.275
C -0.677 -3.561 0.292
C -1.065 -5.006 -0.220
O -2.300 -5.475 0.250
O -1.392 -2.577 -0.467
H 0.405 -3.430 0.281
H -0.943 -3.609 1.348
H -0.294 -5.749 -0.018
H -1.194 -5.051 -1.302
H -2.643 -4.753 0.782
H -1.061 -1.725 -0.175
C 1.388 4.493 0.695
C 1.475 4.305 -0.818
O 1.463 2.932 -1.274
O 0.263 3.813 1.355
H 1.449 5.571 0.838
H 2.365 4.113 0.996
H 2.278 4.797 -1.366
H 0.556 4.803 -1.127
H 0.769 2.406 -0.871
H 0.129 2.904 1.076
```

***

(11)
This record from OMol25 describes a cluster of 2 separate species, C3H6Cl2 in total. The level of theory is ωB97M-V/def2-TZVPD.

Computed properties:
E = -28250.6257 eV
F_max = 6.80 eV Å⁻¹
frontier orbital gap = 10.1 eV
SMILES = C=C(Cl)CCl.[H][H]

Geometry as XYZ:
```
11
C3H6Cl2 (ωB97M-V/def2-TZVPD)
C 0.397 0.640 1.582
C 1.334 1.027 0.695
Cl 0.738 2.080 -0.547
C 2.661 0.308 0.432
Cl 2.361 -1.326 -0.288
H 0.320 -0.245 2.213
H -0.406 1.215 1.556
H 3.300 0.953 -0.163
H 3.156 -0.015 1.254
H -1.386 -1.370 0.120
H -1.008 -0.995 -0.196
```

***

What is the formula in the fifth record? C3H9NO2

***

Look up the F_max of the tenth one. 2.84 eV Å⁻¹

***

Copy entry 5 word for word.
This record from OMol25 describes a cluster of 2 separate species, C3H9NO2 in total. The level of theory is ωB97M-V/def2-TZVPD.

Computed properties:
E = -8842.2994 eV
F_max = 1.34 eV Å⁻¹
frontier orbital gap = 10.2 eV
SMILES = CC(=O)O.CN

Geometry as XYZ:
```
15
C3H9NO2 (ωB97M-V/def2-TZVPD)
C -1.593 -0.254 1.932
C -1.012 -0.488 0.589
O -1.509 -0.058 -0.420
O 0.127 -1.183 0.568
H -1.749 -1.174 2.489
H -2.589 0.197 1.880
H -0.935 0.344 2.571
H 0.337 -1.429 -0.351
C 2.088 1.226 -0.734
N 1.341 0.522 -1.775
H 1.792 0.891 0.262
H 2.050 2.319 -0.806
H 3.151 0.978 -0.751
H 0.367 0.790 -1.707
H 1.760 0.722 -2.671
```